(1)
Here is 2 unconnected molecules or ions with the total composition C5H12O2 from the Open Molecules 2025 dataset. Energies are from ωB97M-V with the def2-TZVPD basis set.

Each line ends with the natural charge from an NBO analysis.
Atoms and positions in Å:
H  3.490  -0.300  0.553  0.20
H  -1.370  1.995  -0.305  0.23
C  -0.558  0.270  -1.235  0.45
H  -0.762  -0.796  -1.488  0.10
H  1.181  0.512  1.073  0.16
H  2.380  -0.675  -0.772  0.23
C  -3.016  0.718  -0.990  -0.60
C  1.427  -0.559  1.166  -0.06
O  0.455  0.806  -1.618  -0.53
H  -3.102  1.184  -1.977  0.21
H  -1.571  0.486  0.604  0.23
H  2.870  -1.955  0.372  0.21
H  -3.783  1.154  -0.343  0.22
H  0.543  -1.123  0.847  0.16
O  1.629  -0.922  2.519  -0.72
C  2.612  -0.896  0.274  -0.64
H  2.434  -0.481  2.819  0.46
H  -3.238  -0.349  -1.099  0.21
C  -1.621  0.934  -0.399  -0.52

Results
Orbital gap ... 0.39844 hartree
Electronic energy ... -348.15951 hartree



(2)
Here is a single CH2O2S molecule in a non-equilibrium geometry from the Open Molecules 2025 dataset. Energies are from ωB97M-V with the def2-TZVPD basis set.

Each line ends with the natural charge from an NBO analysis.
Atoms and positions in Å:
C  1.561  -0.133  -0.672  -0.09
S  2.478  -0.424  -1.867  0.17
O  -0.780  -0.296  0.201  -0.44
O  0.022  -0.731  -0.802  -0.30
H  -1.702  -0.103  -0.331  0.46
H  1.888  0.113  0.331  0.21

Results
Orbital gap ... 0.32771 hartree
Electronic energy ... -587.79277 hartree



(3)
Here is a molecular structure, C4H10N3O in a non-equilibrium geometry from the Open Molecules 2025 dataset. Energies are from ωB97M-V with the def2-TZVPD basis set.

Each line ends with the natural charge from an NBO analysis.
Atoms and positions in Å:
H  0.746  0.613  2.459  0.46
H  -1.711  -1.267  -1.755  0.26
H  -0.162  -1.027  1.339  0.40
H  4.014  1.383  0.432  0.46
H  -1.662  1.164  0.536  0.19
N  0.494  -0.188  0.635  -0.45
H  -1.801  -1.341  -0.046  0.22
C  -1.432  -0.749  -0.785  -0.39
H  -0.166  1.773  1.236  0.44
C  -1.478  0.794  -0.499  -0.44
H  0.399  -0.016  -1.473  0.23
O  2.819  -1.345  -0.447  -0.44
C  3.001  -0.231  -0.094  0.92
N  3.110  0.893  0.390  -0.87
H  -1.839  1.471  -1.231  0.25
C  -0.159  -0.105  -0.626  -0.11
N  0.598  1.016  1.482  -0.61
H  1.523  1.351  0.943  0.48

Results
Orbital gap ... 0.38576 hartree
Electronic energy ... -397.52629 hartree
Net charge ... +1



(4)
Here is 8 unconnected molecules or ions with the total composition H15O8 in a non-equilibrium geometry from the Open Molecules 2025 dataset. Energies are from ωB97M-V with the def2-TZVPD basis set.

Each line ends with the natural charge from an NBO analysis.
Atoms and positions in Å:
H  10.665  -20.343  38.844  0.46
H  12.200  -21.156  36.719  0.46
H  13.727  -24.436  41.599  0.46
O  13.611  -25.027  40.601  -0.96
O  14.281  -21.927  39.446  -1.00
H  10.043  -23.435  41.454  0.45
O  11.421  -21.497  37.095  -0.96
H  11.234  -21.334  39.695  0.46
O  10.735  -20.522  39.683  -0.93
O  10.882  -23.319  41.754  -0.96
H  11.757  -22.041  37.763  0.48
O  12.569  -24.412  36.932  -1.05
H  13.353  -22.379  39.420  0.50
H  13.125  -24.478  40.033  0.49
O  11.907  -23.275  39.184  -1.25
H  10.123  -24.101  38.417  0.49
H  13.389  -24.730  36.844  0.45
H  11.057  -22.863  39.160  0.45
H  9.219  -24.078  37.117  0.48
H  12.281  -23.983  37.896  0.51
O  9.281  -23.726  38.082  -0.97
H  14.829  -22.655  39.507  0.45
H  11.430  -23.478  41.013  0.49

Results
Orbital gap ... 0.37867 hartree
Electronic energy ... -610.91718 hartree
Net charge ... -1



Number 1: highest occupied orbital energy -9.98 eV. Number 2: highest occupied orbital energy -9.34 eV. Number 3: highest occupied orbital energy -14.05 eV. Number 4: highest occupied orbital energy -6.76 eV.